1.
The following is a quantum chemistry calculation of C50H120F8N11O27S8 as an isolated structure in a non-equilibrium geometry, from the Open Molecules 2025 dataset.

ORCA input file:
```
! RIJCOSX wB97M-V def2-TZVPD def2/J DEFGRID3
* xyz 3 1
C 9.07337 21.79067 15.15461
C 11.46393 17.99663 13.66480
O 19.66782 13.65532 19.18235
O 12.02362 23.02768 16.16643
H 8.86022 30.81330 12.75711
H 21.65692 21.22031 18.01242
H 13.83965 20.38152 11.33164
H 8.00403 22.00033 15.37134
H 23.68583 17.25997 11.81272
H 11.64628 17.16920 14.39443
H 10.43066 26.58361 15.52470
H 17.76672 11.56061 18.92392
S 13.10086 22.08587 16.00824
O 20.54788 19.13199 13.26779
H 21.99131 23.34951 15.33939
C 10.06549 27.07062 14.56230
N 13.62578 18.00934 12.72346
H 19.85582 24.60382 19.82155
C 10.07626 28.59923 14.76283
H 14.44644 17.40537 18.97172
C 10.64130 26.96784 12.05268
H 9.64298 22.75233 15.29035
H 18.38205 28.28107 10.91826
H 16.39169 19.67738 12.23217
O 12.72563 18.05846 19.95642
H 11.06256 17.22840 17.05180
H 12.44432 19.71585 9.42817
C 20.09189 26.25837 6.97119
S 18.23283 14.22192 14.43023
C 17.24244 24.59363 11.29537
N 14.29860 22.87497 15.29817
H 13.72019 26.84360 15.51712
C 11.80504 17.25383 19.18663
H 17.86440 7.24102 19.15052
O 9.56413 20.74246 15.96618
H 20.31219 14.26649 7.48213
S 15.84086 22.73552 15.72361
N 18.68625 11.76803 17.10895
O 12.79808 26.13193 8.62378
H 9.24264 28.70202 15.51075
N 21.83636 23.66591 17.76654
H 8.99006 26.71463 10.67648
C 11.72460 17.76401 17.77040
O 18.82915 26.35604 11.51844
H 19.26636 15.70301 7.40438
H 20.89618 24.55161 14.56975
F 17.30512 13.26060 13.58463
O 14.87977 25.04940 9.11366
H 19.88298 11.91445 20.13685
H 11.64251 19.63092 16.80844
H 20.16783 21.12032 19.06314
H 13.10805 26.42259 12.89693
H 19.88250 9.55914 17.22232
C 12.81264 18.95376 10.17557
H 11.90392 18.99629 14.02730
H 19.48071 23.71306 7.80317
C 21.11113 16.82168 8.72783
C 18.08199 10.43631 16.52591
O 18.52075 15.27552 13.53939
O 19.29602 13.35286 14.95515
F 13.74951 26.46650 10.83536
H 9.30300 18.53172 17.28244
H 8.48772 30.52127 14.38368
H 11.80029 19.68104 18.54880
C 18.16326 25.32199 12.23732
O 23.01480 23.17393 17.63111
H 18.27643 10.40065 15.41994
C 21.33636 24.78974 16.72538
C 9.32604 20.75885 17.28861
C 22.24818 17.22014 9.69645
H 10.72191 18.55569 10.83830
O 15.44978 15.95148 16.51502
H 12.94173 16.04617 10.98305
H 14.59342 18.11019 20.63666
N 20.46067 15.48890 9.11683
O 20.74406 20.10151 10.62909
C 18.00899 27.25713 10.78062
C 20.04136 12.98124 20.33681
H 15.03716 20.16784 13.30566
H 11.02846 27.95582 11.87053
H 17.92053 27.04410 9.72259
O 16.59765 23.71619 14.96135
C 19.65772 23.87367 19.07357
O 21.84160 16.88424 10.96562
C 19.66427 14.88443 8.05236
C 21.01279 23.13633 18.89572
N 17.27562 14.62472 15.62400
S 19.86144 20.33448 13.58654
H 16.05474 18.68453 13.53783
H 11.06495 24.62916 14.54879
H 16.77300 12.46920 17.90815
C 14.67609 18.60370 11.87227
C 22.56752 25.64008 16.58044
H 21.05955 13.16123 20.59271
H 16.14579 17.64792 10.68900
C 12.94263 26.15383 15.15149
N 12.78644 24.34660 10.43257
O 18.75852 21.33518 9.98174
H 19.84545 27.33175 7.06581
C 17.65335 24.29813 8.77355
H 17.76453 25.72934 13.14351
C 9.32538 30.55888 13.70092
H 20.36556 17.58745 8.88937
H 19.84440 15.68965 9.89619
H 12.70541 17.77405 17.33836
H 19.50751 13.37619 21.19568
H 12.07284 26.27054 15.88336
H 22.80127 26.30685 17.43380
H 22.54032 18.27180 9.65736
C 21.86716 23.04724 20.17681
H 14.52878 16.68604 10.76763
F 16.88040 17.00211 14.90816
H 18.61126 8.33411 16.74263
C 18.73996 24.52385 7.75057
H 23.43665 25.02098 16.21998
H 20.24522 23.23552 15.53142
H 12.97743 18.01104 9.60892
O 14.05259 22.38140 9.67394
N 11.30310 19.25164 17.75373
H 17.46340 12.92620 10.73618
H 16.82939 23.61632 11.69145
H 8.27361 20.75340 17.73056
F 18.50655 19.17518 10.78467
H 17.02532 27.31362 11.20388
H 17.03183 10.43204 16.70976
H 22.29767 26.25560 15.76545
H 17.16763 14.43875 11.52968
H 22.13936 24.02979 20.39033
H 18.05162 14.48836 18.11243
H 11.69224 19.67934 11.76980
H 18.99109 25.00354 10.34012
H 9.93327 24.56324 13.25387
H 19.67630 26.00866 16.40938
F 15.80371 23.28940 17.23870
H 9.00973 21.39097 14.12617
H 19.60755 11.68427 17.51788
O 13.97219 17.69381 13.85924
C 12.21064 16.24027 11.75434
H 23.14077 16.72936 9.34998
H 8.72713 25.96450 12.26168
H 10.37705 18.20385 13.40789
C 20.63484 21.69682 18.25621
O 19.12250 20.41108 14.82091
C 9.17013 26.87762 11.76746
H 17.04415 25.20828 8.78279
H 12.52771 27.80092 13.73310
C 9.82624 19.38078 17.80239
C 17.41820 8.24125 18.86604
H 9.07621 26.77024 14.28483
C 18.27803 13.63852 18.81477
H 16.87437 8.56681 19.77960
C 22.60105 17.51770 11.98652
H 19.67982 25.82966 6.04570
N 18.22101 24.24325 10.18891
H 16.48369 25.23207 10.74763
H 13.98968 16.52620 20.54482
C 12.22312 17.66086 12.35648
H 16.12539 13.98845 10.18984
H 19.00379 24.63928 12.55668
O 18.10443 14.68545 9.78248
H 18.82032 12.43477 16.37571
C 17.81400 12.32892 18.20120
O 9.82659 29.23677 13.51390
H 13.26503 25.12737 15.27224
C 15.30108 17.32533 11.30951
H 21.55027 16.77869 7.75578
O 18.39042 9.20435 18.61161
H 18.24891 25.16225 18.29953
H 18.32271 24.42673 6.75800
O 15.31545 15.32125 14.10198
H 15.68578 16.65809 12.15648
H 17.66023 13.83159 19.77046
C 10.89115 24.91179 13.49657
H 17.02808 23.38116 8.72401
O 12.78592 20.81653 15.36803
H 11.20513 26.21939 11.49589
F 21.04777 21.45195 13.80320
O 12.50181 22.31782 11.60395
H 9.87848 21.54056 17.84752
S 13.57515 25.42736 9.57134
C 12.45194 26.72121 13.82678
C 17.18267 13.95177 10.58573
H 22.32343 17.02736 12.91582
H 8.56903 27.73835 12.16236
S 13.40589 22.99121 10.75978
H 20.32367 26.21854 18.03995
N 18.87242 20.86796 12.47257
H 20.08535 21.82754 17.31211
C 18.66528 13.99010 8.70916
H 10.79804 17.27589 19.64493
H 21.29208 14.98668 9.50246
C 20.08091 25.48395 17.29662
H 16.70444 8.13815 18.07436
H 12.02371 16.17877 19.21913
H 10.15285 31.22645 13.95907
H 18.74036 23.90384 17.14519
C 14.09489 19.44959 10.81593
C 15.55821 19.32097 12.84261
H 22.44909 18.59305 12.12155
H 11.63016 24.45945 12.82776
H 9.56944 19.33958 18.86101
F 14.68210 23.30044 11.70910
O 19.33300 25.73094 8.06953
C 14.01763 17.49021 19.99000
H 11.25270 15.96797 11.30129
H 17.86759 13.76600 8.00834
H 14.91080 19.69564 10.06656
H 10.95260 29.04030 15.22830
S 16.12195 15.66007 15.26996
O 16.33478 21.43124 15.80162
C 21.12592 23.94649 15.47092
C 18.80615 9.28384 17.26843
H 18.99530 13.07012 9.14504
F 13.55996 21.84310 17.49032
C 11.71715 18.69632 11.29686
N 10.99040 26.47223 13.47055
H 19.05372 23.12557 19.46208
H 18.62184 23.33889 10.41970
C 19.08442 24.58612 17.93668
H 21.25418 22.61092 21.06917
H 12.44156 15.56070 12.57592
H 22.73718 22.39721 20.12829
S 19.41978 20.49753 10.95090
H 21.13868 26.09330 7.18870
*
```

Results
**Kohn-Sham gap**: 6.62 eV
**HOMO level**: -14.3 eV
**LUMO level**: -0.2804 Eh
**F_max**: 0.1261 Eh/bohr
**Electronic energy**: -8594.0534 a.u.

---

2.
The following is a quantum chemistry calculation of a 15-piece molecular cluster, C50H135N5O30 overall in a non-equilibrium geometry, from the Open Molecules 2025 dataset.

ORCA input file:
```
! RIJCOSX wB97M-V def2-TZVPD def2/J DEFGRID3
* xyz 0 1
H 9.61048 10.79378 1.02790
H 9.38248 1.35293 16.08583
H -1.67764 11.61337 13.63278
H -1.47716 10.37700 12.37139
C 6.73938 7.90064 3.46419
C 4.13947 9.45323 6.50954
H 11.11561 18.47922 8.88109
O -0.17196 11.91985 12.23840
H 12.12869 11.88898 5.13138
H 10.60440 12.44508 5.31607
C 3.70384 12.60773 9.70632
H 3.96698 7.98776 10.13230
C 8.60282 10.08302 14.25537
H 7.73181 9.68330 13.73607
H 4.77092 12.56542 7.73881
H 4.53268 11.25613 16.36010
H 9.69237 12.80232 2.34715
H 6.18720 13.14086 13.38497
O 3.18636 11.58717 6.09120
O 7.60569 12.26140 4.73367
H 7.65396 10.21914 1.01573
H 2.94469 16.17007 17.68898
H 7.29702 5.76891 3.75243
H 7.77489 4.54872 12.05271
H 7.94385 5.54299 7.31620
H 5.83023 5.43827 8.83680
C -0.95086 11.06122 13.03694
H 12.66767 8.27440 7.81889
C 3.77822 10.47396 5.41139
H 4.95942 14.07586 8.60728
H 2.15650 15.24610 16.35802
N 2.68428 11.88743 12.83923
C 13.28500 10.61584 9.32806
O 11.97405 13.90060 4.55356
N 9.59181 3.54836 11.79332
H 3.96902 11.64251 10.13776
N 5.89339 12.25003 17.70987
O 12.60885 8.36946 2.86014
H 10.75146 3.30250 6.58276
H 7.05203 3.40241 14.17005
H 13.03967 2.11719 9.12656
O 12.43932 5.99036 7.44176
C 3.73098 10.99958 13.46055
H 10.82444 5.24487 11.61677
H 13.10281 4.17823 7.87943
H 12.62518 3.18410 5.46462
C 10.40449 14.41799 8.92648
C 11.36197 17.45415 8.60423
H 8.49979 12.89026 12.61651
H 5.27083 14.26691 12.38781
H 7.47963 10.29865 16.60312
H 12.14889 17.46358 7.85007
C 6.24404 14.08536 12.84388
H 14.09481 1.92567 10.48764
H 7.20080 9.17671 6.99519
O 3.83305 9.46668 11.47241
N 9.73358 11.97562 2.92591
H 8.44715 14.58301 9.78653
C 4.64277 10.28946 12.33175
O 8.94801 2.70390 14.51108
H 7.70847 2.05750 16.16042
H 3.28937 10.26077 14.12930
C 6.81731 6.58327 4.29538
H 3.98520 11.56924 17.89708
H 1.34519 11.48043 14.32962
H 10.52128 13.42675 8.48840
O 6.04378 3.45130 9.25671
H 5.96629 5.39435 5.59595
C 9.52307 13.48673 11.02435
C 9.04466 7.81116 11.42329
H 7.06504 10.76760 2.68368
H 8.42701 4.00192 7.80350
C 6.28336 12.50695 0.59149
C 3.86124 13.27525 16.59578
H 9.42069 11.09018 7.72579
H 6.30220 8.69929 4.06346
O 7.46723 12.28505 1.32612
H 6.15970 11.87909 -0.29089
O 3.08551 9.10800 7.35863
C 7.52402 4.58093 7.60995
C 11.43205 12.54894 4.61443
O 8.95290 8.33570 7.54719
H 4.66798 10.82506 4.88875
O 10.15992 16.86370 8.15101
H 4.91599 9.91405 7.12008
H 10.86929 3.02080 9.34490
H 11.73785 12.45168 2.36766
C 12.47514 10.13715 8.04696
H 10.95568 15.28757 7.10125
O 5.64802 6.07963 5.00376
H 4.65870 8.59191 6.08927
H 6.83895 13.19426 16.05789
H 7.00423 14.31275 6.47531
H 8.77521 9.27986 14.97183
O 12.29748 3.01045 10.81681
H 5.09724 13.21462 5.82419
C 7.74454 10.92046 1.84521
C 10.12568 15.47244 7.78317
H 4.78667 9.50396 9.66168
H -0.16247 13.44164 13.75454
H 5.03214 7.68712 2.66839
H 5.15774 11.01289 11.69965
H 0.78333 13.68593 12.24296
N 9.42947 14.56370 10.02057
H 10.18961 14.76725 4.98826
H 13.29118 9.81082 10.06291
C 7.94720 3.10172 13.62566
H 11.83077 8.63634 2.36519
C 8.53504 1.74398 15.52279
H 10.45119 13.48115 11.59589
H 11.09734 8.32656 12.12490
H 14.11436 4.94583 6.71647
H 8.49296 9.43700 5.85376
H 9.55351 5.06129 10.42880
C 0.47734 12.97185 13.00752
H 9.40090 9.91420 2.57377
H 13.93628 3.49904 9.64922
C 9.28744 10.87200 2.06599
O 3.74764 14.37050 17.47767
C 12.14038 7.45537 3.84090
O 7.78905 10.64206 8.94119
H 12.63066 10.95110 7.33887
C 10.96097 14.91047 4.23156
H 6.35072 13.31657 3.55183
C 4.57024 12.04581 17.11050
H 11.62240 6.17300 6.97178
H 13.01268 6.97363 4.28261
H 3.05325 10.09119 4.69306
H 11.70805 9.12070 5.09179
H 8.94166 5.07654 13.15521
H -0.29386 10.50133 13.70251
H 8.28407 12.10693 4.07220
C 10.33921 4.52344 10.95935
H 9.36121 12.51486 10.55811
C 6.49274 14.41300 5.51801
H 13.29015 12.16119 10.52692
H 6.52890 15.48013 5.29884
H 11.68847 6.60336 3.33301
C 7.00333 12.36780 16.74929
H 2.87126 12.88758 16.35549
C 8.40723 10.69561 7.65290
C 8.58715 4.16660 12.67103
H 2.25713 11.36855 6.19294
H 3.20538 13.00200 11.47455
H 2.11003 13.11795 14.45643
H 12.38887 4.80036 4.94197
O 5.91568 7.74164 2.29693
H 10.82897 8.22238 10.29595
H 3.82988 15.89234 16.22156
H 10.32852 8.54117 4.23393
H 8.51067 8.36585 12.19483
H 8.82768 14.52233 12.95206
H 6.44716 3.13243 6.94391
H 7.41412 11.50576 9.12840
H 11.50755 10.90241 3.15135
H 11.41687 9.99458 8.26568
O 6.72801 3.99533 6.63068
O 6.12389 12.68308 9.23866
C 7.16894 11.08492 15.91512
H 7.98073 12.52049 17.20697
H 6.20767 13.56166 0.32697
H 14.25382 10.90583 8.92137
C 10.43803 8.50084 11.27459
H 7.88634 11.49130 7.12032
O 8.40879 7.93945 10.16092
C 11.22532 8.20381 4.75357
H 6.19864 10.77882 15.52407
O 12.99676 9.07532 7.40439
H 5.43652 12.33997 1.25712
C 11.14951 11.93155 3.12358
H 6.72612 2.87339 9.60605
H 5.45496 9.73168 12.79795
H 7.33200 5.03510 9.70542
H 5.83145 13.03571 18.34150
H 10.10198 7.86570 6.31999
O 10.91229 4.12183 6.10903
H 11.80782 4.53473 9.56509
C 4.88146 12.99606 8.73402
H 6.47126 14.89614 13.53607
C 3.08876 15.44757 16.88566
C 1.71436 12.35213 13.78929
H 10.53061 14.80232 3.23598
C 11.30757 3.70769 10.06892
O 10.81872 7.43078 5.85230
C 8.26981 9.37545 6.91890
O 8.23073 11.26503 14.97532
H 7.56350 6.79777 5.06042
H 8.29158 8.89191 10.13483
H 7.86222 14.10471 3.92664
H 11.20199 10.20318 10.56284
C 7.04743 13.52712 4.36323
H 11.76584 17.03584 9.52619
C 12.26285 4.15255 5.80948
C 6.66735 4.74241 8.89260
H 9.20610 15.29515 7.22546
O 10.42135 9.93688 11.05405
O 5.09575 14.15178 5.61599
C 4.59960 8.80557 10.47738
H 10.32936 3.10816 12.32469
C 13.40130 2.62501 10.02067
H 2.77937 9.93551 7.73693
C 8.50539 13.87057 12.14000
H 11.37062 15.91925 4.17988
H 7.66186 2.26912 12.98266
H 9.06372 6.78641 11.79426
H 4.31310 13.52911 15.63689
O 3.62585 13.45881 10.74234
O 12.63379 11.69027 10.00824
H 2.28031 11.35076 12.08497
H 6.29555 13.11380 10.07926
O 7.17417 14.08576 11.73329
H 2.73357 12.49803 9.22190
H 7.77282 8.17384 3.25097
H 8.53472 8.35448 8.41112
H 4.26943 11.71171 14.08589
H 9.37393 10.28448 13.51179
H 11.38191 14.44272 9.40827
H 5.57903 8.54761 10.88021
C 13.06882 4.81506 6.99547
H 8.27646 0.87270 14.92103
*
```

Results
**Kohn-Sham gap**: 8.86 eV
**HOMO level**: -8.4 eV
**Relative energy (zero: lowest compared OMol25 entry of this formula, charge and spin)**: 4.726 eV
**LUMO level**: 0.0171 Eh
**F_max**: 0.0756 Eh/bohr
**Electronic energy**: -4516.4619 a.u.